1.
89
Properties=species:S:1:pos:R:3:lowdin_charge:R:1 method="wB97M-V/def2-TZVPD" orbital_gap_ev=7.92 spin_multiplicity=1 total_charge=-1 e_lumo_ev=1.6 e_above_lowest_ev=0.000
Cl -0.442 0.131 2.146 0.60
O -0.029 -0.464 3.390 -0.40
O -0.112 -0.793 1.052 -0.42
O -1.848 0.319 2.111 -0.39
O 0.219 1.407 2.000 -0.39
C -3.910 5.403 6.262 -0.09
C -5.270 4.741 6.347 -0.11
O -5.504 4.948 7.733 0.08
C -4.731 5.917 8.218 -0.67
O -4.777 6.387 9.306 0.16
O -3.890 6.344 7.352 0.10
H -3.568 5.889 5.348 0.14
H -3.257 4.563 6.498 0.13
H -5.068 3.725 6.008 0.14
H -6.084 5.219 5.803 0.13
C 4.675 -5.633 4.974 -0.20
C 4.615 -4.784 6.174 -0.11
O 5.607 -3.813 5.775 0.09
C 6.456 -4.519 4.992 -0.54
O 7.508 -4.012 4.502 0.09
O 5.991 -5.688 4.709 0.11
H 4.178 -5.136 4.141 0.15
H 4.265 -6.639 4.887 0.15
H 4.680 -5.264 7.150 0.14
H 3.593 -4.405 6.174 0.14
C 6.822 0.327 -0.313 -0.11
C 6.229 0.843 -1.595 -0.19
O 7.324 1.348 -2.264 0.04
C 8.236 1.763 -1.246 -0.52
O 9.122 2.582 -1.371 0.14
O 7.843 1.295 -0.091 0.09
H 7.281 -0.653 -0.446 0.13
H 6.124 0.221 0.518 0.14
H 5.411 1.537 -1.403 0.14
H 5.743 0.100 -2.228 0.13
C -1.854 -3.015 11.500 -0.16
C -3.029 -2.755 10.497 -0.09
O -4.140 -3.568 10.992 0.02
C -3.576 -4.466 11.961 -0.51
O -4.267 -5.210 12.518 0.20
O -2.317 -4.034 12.272 0.04
H -1.505 -2.094 11.968 0.13
H -1.009 -3.545 11.061 0.13
H -2.783 -2.882 9.443 0.12
H -3.335 -1.738 10.744 0.12
C -1.092 -6.097 -4.064 -0.09
C -2.253 -6.401 -3.094 -0.13
O -3.187 -7.038 -3.872 0.11
C -2.659 -7.505 -4.922 -0.62
O -3.320 -8.245 -5.673 0.10
O -1.440 -7.041 -5.056 0.09
H -0.230 -6.411 -3.476 0.13
H -1.023 -5.042 -4.331 0.14
H -2.763 -5.516 -2.713 0.14
H -1.866 -6.997 -2.268 0.13
C -5.998 -5.013 4.891 -0.12
C -6.122 -5.197 3.380 -0.11
O -6.283 -6.598 3.212 0.07
C -6.459 -7.127 4.428 -0.58
O -6.693 -8.337 4.504 0.11
O -6.607 -6.187 5.321 0.08
H -6.536 -4.159 5.303 0.14
H -4.953 -5.029 5.199 0.14
H -5.163 -4.904 2.952 0.13
H -6.944 -4.630 2.943 0.13
C -0.621 5.660 -5.827 -0.07
O 0.300 5.041 -6.755 -0.22
C 0.696 5.645 -7.959 -0.22
C 1.789 4.802 -8.756 -0.19
N 2.436 5.577 -9.832 -0.08
C 1.499 5.916 -10.898 -0.19
C 2.070 6.934 -11.990 -0.19
O 3.156 6.407 -12.753 -0.20
C 3.322 6.934 -14.025 -0.13
H -1.000 4.822 -5.242 0.09
H -1.527 6.076 -6.268 0.08
H 0.010 6.379 -5.304 0.09
H 1.158 6.618 -7.788 0.12
H -0.197 5.692 -8.582 0.10
H 1.420 3.819 -9.050 0.11
H 2.641 4.529 -8.134 0.11
H 3.248 5.101 -10.197 0.11
H 0.639 6.262 -10.325 0.09
H 1.120 5.074 -11.477 0.11
H 2.333 7.836 -11.438 0.11
H 1.274 7.277 -12.650 0.11
H 4.171 6.432 -14.489 0.09
H 3.610 7.974 -13.873 0.09
H 2.422 6.769 -14.618 0.09

2.
83
Properties=species:S:1:pos:R:3:lowdin_charge:R:1 method="wB97M-V/def2-TZVPD" orbital_gap_ev=7.05 spin_multiplicity=1 total_charge=0 e_lumo_ev=-0.6
Na 0.661 -3.632 -0.402 0.57
P -0.055 -0.696 -0.027 0.19
F 0.496 0.340 1.028 -0.14
F -1.511 -0.134 0.450 -0.15
F 0.195 0.424 -1.195 -0.14
F -0.517 -1.721 -1.136 -0.14
F 1.497 -1.274 -0.210 -0.17
F -0.299 -1.854 1.092 -0.17
C -0.368 -1.224 4.029 -0.23
C 1.048 -0.881 4.459 -0.19
C 1.953 -1.824 3.615 -0.21
S 1.125 -3.448 3.472 0.73
O 1.791 -4.370 4.372 -0.32
O 1.136 -3.887 2.078 -0.36
C -0.562 -2.786 4.031 -0.14
H -0.609 -0.861 3.030 0.08
H -1.059 -0.622 4.619 0.12
H 0.998 -1.087 5.528 0.12
H 1.363 0.150 4.298 0.11
H 2.944 -2.014 4.030 0.10
H 2.025 -1.487 2.581 0.07
H -0.650 -3.211 5.030 0.09
H -1.348 -3.155 3.372 0.10
C -3.671 -1.590 -2.205 -0.22
C -4.646 -1.621 -1.064 -0.22
C -4.035 -2.359 0.165 -0.18
S -3.171 -3.787 -0.592 0.71
O -3.997 -4.969 -0.480 -0.32
O -1.814 -3.864 -0.120 -0.35
C -3.226 -3.060 -2.290 -0.19
H -2.945 -0.800 -2.012 0.10
H -4.193 -1.280 -3.110 0.12
H -5.550 -2.199 -1.258 0.12
H -4.882 -0.569 -0.903 0.12
H -4.767 -2.751 0.870 0.10
H -3.256 -1.818 0.703 0.08
H -3.921 -3.601 -2.932 0.11
H -2.235 -3.219 -2.714 0.09
C 4.086 2.399 1.872 -0.20
C 4.264 1.052 2.573 -0.25
C 4.449 -0.073 1.633 -0.24
S 5.483 0.600 0.271 0.74
O 4.996 0.132 -1.051 -0.36
O 6.883 0.343 0.599 -0.35
C 5.112 2.405 0.710 -0.18
H 4.127 3.190 2.621 0.12
H 3.100 2.535 1.428 0.10
H 3.377 0.901 3.188 0.10
H 5.083 1.064 3.291 0.13
H 3.491 -0.277 1.154 0.08
H 4.871 -1.058 1.834 0.12
H 4.825 3.005 -0.154 0.10
H 6.003 2.866 1.135 0.10
N 2.266 -1.846 -4.242 0.04
C 0.899 -1.747 -4.464 -0.14
C 0.684 -1.541 -5.794 -0.14
C 1.878 -1.506 -6.483 -0.12
C 2.819 -1.734 -5.524 -0.14
H 2.719 -2.091 -3.373 0.14
H 0.240 -1.732 -3.608 0.09
H -0.258 -1.317 -6.272 0.10
H 2.048 -1.292 -7.527 0.10
H 3.890 -1.691 -5.660 0.10
N -2.970 3.542 -0.740 0.03
C -3.828 4.349 -1.341 -0.15
C -4.481 3.602 -2.271 -0.16
C -3.989 2.338 -2.305 -0.12
C -2.936 2.344 -1.394 -0.11
H -2.249 3.810 -0.086 0.06
H -3.966 5.391 -1.091 0.11
H -5.237 4.075 -2.880 0.09
H -4.217 1.581 -3.041 0.09
H -2.213 1.581 -1.146 0.08
N 0.086 3.291 0.309 0.04
C 0.082 4.605 -0.092 -0.10
C -0.961 5.239 0.641 -0.13
C -1.368 4.372 1.663 -0.13
C -0.679 3.213 1.443 -0.16
H 0.798 2.659 -0.027 0.13
H 0.689 4.951 -0.915 0.11
H -1.149 6.278 0.414 0.10
H -2.080 4.605 2.441 0.11
H -0.612 2.330 2.061 0.10

3.
73
Properties=species:S:1:pos:R:3:lowdin_charge:R:1 method="wB97M-V/def2-TZVPD" orbital_gap_ev=7.35 spin_multiplicity=1 total_charge=+2 e_lumo_ev=-5.3 e_above_lowest_ev=1.481
In 0.302 1.528 -1.608 0.89
N 3.299 2.051 -1.267 -0.04
C 3.353 3.472 -1.646 -0.25
C 2.674 3.704 -2.990 -0.20
N 1.207 3.813 -2.928 -0.21
C 0.787 5.001 -2.160 -0.18
C 0.053 4.656 -0.871 -0.26
N -1.118 3.806 -1.148 -0.03
C 0.662 3.813 -4.297 -0.19
C 0.422 2.426 -4.871 -0.25
N -0.662 1.759 -4.136 -0.07
H 3.688 1.944 -0.337 0.08
H 3.900 1.521 -1.891 0.08
H 4.377 3.848 -1.708 0.12
H 2.844 4.039 -0.867 0.10
H 2.922 2.868 -3.649 0.12
H 3.099 4.611 -3.442 0.13
H 0.130 5.623 -2.773 0.13
H 1.649 5.623 -1.905 0.13
H -0.211 5.593 -0.373 0.13
H 0.711 4.094 -0.200 0.09
H -1.715 4.255 -1.836 0.09
H -1.675 3.714 -0.305 0.08
H 1.323 4.368 -4.974 0.14
H -0.300 4.328 -4.289 0.12
H 1.321 1.810 -4.789 0.11
H 0.196 2.540 -5.935 0.12
H -0.863 0.854 -4.548 0.08
H -1.514 2.306 -4.215 0.08
O -0.034 0.986 1.151 -0.71
S -1.119 1.373 2.126 0.97
C -0.907 0.324 3.607 -0.29
C -0.811 -1.185 3.342 -0.20
C 0.595 -1.750 3.578 -0.20
C 1.514 -1.527 2.385 -0.26
S 1.509 -2.827 1.114 1.24
O 0.128 -2.464 0.350 -0.30
C 1.080 -4.347 1.920 -0.41
C 2.137 -5.176 2.278 -0.06
C 1.852 -6.392 2.878 -0.04
C 0.532 -6.772 3.082 -0.03
C -0.512 -5.933 2.708 -0.03
C -0.247 -4.705 2.126 -0.06
C -2.645 0.618 1.558 -0.40
C -3.819 0.904 2.245 -0.08
C -5.001 0.308 1.837 -0.06
C -5.009 -0.549 0.742 -0.05
C -3.835 -0.807 0.050 -0.05
C -2.642 -0.221 0.458 -0.10
H -1.759 0.553 4.245 0.09
H -0.008 0.721 4.084 0.10
H -1.113 -1.405 2.314 0.09
H -1.521 -1.688 3.996 0.13
H 0.541 -2.812 3.813 0.10
H 1.040 -1.271 4.452 0.13
H 2.571 -1.491 2.658 0.11
H 1.250 -0.615 1.834 0.08
H 3.164 -4.883 2.091 0.12
H 2.662 -7.046 3.169 0.12
H 0.318 -7.736 3.524 0.12
H -1.537 -6.238 2.867 0.12
H -1.054 -4.046 1.835 0.12
H -3.820 1.592 3.083 0.12
H -5.919 0.513 2.371 0.12
H -5.934 -1.010 0.425 0.12
H -3.836 -1.463 -0.810 0.11
H -1.717 -0.432 -0.064 0.06
C 0.917 -3.708 -1.657 0.02
C -0.169 -2.962 -0.953 -0.50
O -1.260 -2.727 -1.336 0.18
H 1.173 -4.632 -1.135 0.10
H 1.809 -3.083 -1.724 0.10
H 0.573 -3.955 -2.656 0.11

4.
80
Properties=species:S:1:pos:R:3:lowdin_charge:R:1 method="wB97M-V/def2-TZVPD" orbital_gap_ev="7.65 / 7.08" spin_multiplicity=2 total_charge=+1 e_lumo_ev="-2.3 / -2.3" s2=0.9503
V 0.373 0.037 -0.453 0.73
C 2.519 0.639 2.962 -0.52
C 2.001 2.033 3.317 -0.54
S 0.745 2.654 2.181 0.90
C -0.770 2.297 3.086 -0.52
C -0.986 0.837 3.443 -0.49
S -1.067 -0.246 2.002 0.91
C -0.797 -1.808 2.860 -0.49
C -0.803 -2.978 1.889 -0.49
S 0.142 -2.754 0.370 0.97
C 1.769 -2.334 1.001 -0.45
C 3.590 -0.694 0.545 -0.57
S 3.402 0.865 1.407 0.99
H 1.667 -0.028 2.838 0.03
H 3.175 0.253 3.742 0.08
H 2.826 2.748 3.325 0.07
H 1.604 2.041 4.335 0.09
H -1.583 2.662 2.455 0.07
H -0.815 2.881 4.009 0.09
H -1.918 0.740 4.004 0.09
H -0.186 0.488 4.100 0.07
H -1.602 -1.963 3.582 0.10
H 0.137 -1.772 3.434 0.08
H -1.818 -3.178 1.540 0.08
H -0.470 -3.881 2.406 0.09
H 2.419 -3.212 1.088 0.08
H 1.677 -1.838 1.965 0.07
H 4.060 -0.327 -0.375 0.11
H 5.548 -1.034 1.184 0.11
N 4.372 -1.948 2.574 0.03
C 4.629 -1.627 1.186 -0.64
N 2.343 -1.362 0.041 -0.20
C 2.718 -2.085 -1.167 -0.29
C 3.820 -2.840 -1.190 -0.34
S 4.959 -3.079 0.108 1.00
C 1.895 -1.844 -2.363 -0.33
C 1.957 -2.488 -3.549 -0.32
S 0.914 -1.720 -4.697 1.12
C 0.484 -0.574 -3.501 -0.68
N 1.019 -0.773 -2.320 -0.01
N -0.285 0.509 -3.750 0.14
H 3.798 -2.775 2.673 0.07
H 5.240 -2.118 3.065 0.09
H 4.097 -3.342 -2.103 0.08
H 2.554 -3.332 -3.830 0.08
H -0.853 0.549 -4.579 0.11
H -0.632 0.987 -2.926 0.08
C -4.444 -1.168 0.796 -0.08
C -4.407 0.279 0.330 -0.15
C -3.796 0.500 -1.093 -0.28
C -4.474 -0.389 -2.144 -0.17
C -3.936 -0.177 -3.547 -0.07
C -4.060 1.975 -1.384 -0.40
O -5.137 2.377 -1.738 0.13
N -3.041 2.860 -1.080 0.23
C -1.725 2.516 -0.839 -0.51
O -0.872 3.382 -0.670 0.04
N -1.401 1.204 -0.825 0.04
C -2.308 0.230 -1.018 -0.47
O -1.811 -0.907 -1.086 -0.04
H -4.700 -1.204 1.856 0.08
H -3.480 -1.654 0.662 0.05
H -5.193 -1.749 0.263 0.08
H -3.848 0.890 1.050 0.11
H -5.418 0.689 0.290 0.13
H -5.545 -0.176 -2.104 0.13
H -4.336 -1.431 -1.849 0.12
H -4.024 0.864 -3.860 0.08
H -4.491 -0.773 -4.268 0.08
H -2.891 -0.483 -3.605 0.06
H -3.244 3.846 -1.193 0.17
C 2.825 3.543 -1.675 -0.05
C 2.253 2.173 -1.918 -0.27
O 1.343 1.824 -0.869 -0.26
H 3.528 3.803 -2.465 0.09
H 3.347 3.582 -0.720 0.08
H 2.040 4.299 -1.670 0.09
H 3.016 1.390 -1.897 0.11
H 1.721 2.099 -2.875 0.11
H 0.643 2.519 -0.774 0.04

5.
90
Properties=species:S:1:pos:R:3:lowdin_charge:R:1 method="wB97M-V/def2-TZVPD" orbital_gap_ev=8.28 spin_multiplicity=1 total_charge=0 e_lumo_ev=-0.7 smiles="CC(C)CC1=C(CCCSC(=S)N2CCOCC2)C(=O)OC1=O.O=S1(=O)OCCO1.O=S1(=O)OCCO1.O=S1(=O)OCCO1.O=S1(=O)OCCO1"
C 2.733 -4.453 -0.055 -0.06
C 3.302 -3.528 1.033 -0.38
C 3.726 -4.375 2.247 -0.07
C 2.254 -2.434 1.412 -0.07
C 0.902 -3.061 1.567 -0.08
C -0.127 -2.945 0.726 -0.11
C -0.267 -2.199 -0.553 -0.09
C -0.605 -0.684 -0.403 -0.23
C -0.826 -0.173 1.007 -0.44
S -2.282 -0.751 1.935 0.98
C -3.626 -0.701 0.803 -1.05
S -3.735 0.429 -0.394 0.69
N -4.642 -1.611 1.005 -0.17
C -4.595 -2.347 2.279 -0.19
C -5.759 -3.312 2.357 -0.18
O -5.598 -4.279 1.338 -0.12
C -5.807 -3.657 0.094 -0.19
C -4.900 -2.459 -0.189 -0.14
C -1.245 -3.774 1.263 -0.43
O -2.217 -4.144 0.687 0.17
O -0.941 -4.121 2.552 0.14
C 0.438 -3.917 2.704 -0.35
O 1.019 -4.393 3.622 0.18
H 2.103 -5.235 0.375 0.08
H 3.533 -4.932 -0.618 0.09
H 2.102 -3.909 -0.761 0.07
H 4.200 -3.092 0.598 0.11
H 3.055 -5.222 2.380 0.07
H 3.726 -3.782 3.160 0.08
H 4.721 -4.793 2.088 0.08
H 2.553 -1.878 2.299 0.13
H 2.189 -1.774 0.544 0.10
H 0.658 -2.278 -1.125 0.10
H -1.044 -2.685 -1.143 0.12
H 0.252 -0.121 -0.780 0.10
H -1.435 -0.447 -1.059 0.04
H -0.836 0.917 1.008 0.08
H 0.003 -0.482 1.645 0.07
H -3.682 -2.935 2.396 0.09
H -4.696 -1.625 3.092 0.12
H -6.719 -2.794 2.243 0.13
H -5.722 -3.848 3.303 0.13
H -5.656 -4.412 -0.676 0.13
H -6.857 -3.339 0.021 0.12
H -3.969 -2.756 -0.676 0.11
H -5.434 -1.842 -0.913 0.10
O 4.415 0.472 -0.675 -0.22
S 4.109 -0.474 -1.681 0.59
O 4.543 -1.823 -1.612 -0.21
O 4.530 0.151 -3.089 -0.19
C 3.400 0.212 -3.974 -0.14
C 2.213 0.379 -3.047 -0.15
O 2.527 -0.466 -1.924 -0.22
H 3.348 -0.722 -4.536 0.14
H 3.520 1.047 -4.659 0.14
H 1.276 0.058 -3.493 0.14
H 2.121 1.407 -2.690 0.13
O 5.224 3.229 0.864 -0.20
S 3.895 3.512 0.456 0.58
O 3.234 2.710 -0.506 -0.23
O 3.845 5.038 -0.019 -0.20
C 2.858 5.767 0.725 -0.15
C 2.822 5.066 2.069 -0.15
O 2.963 3.674 1.738 -0.18
H 1.903 5.692 0.203 0.14
H 3.153 6.809 0.798 0.14
H 1.891 5.218 2.605 0.14
H 3.663 5.360 2.700 0.14
O -7.947 3.598 3.420 -0.22
S -8.506 2.640 2.535 0.59
O -9.835 2.177 2.708 -0.22
O -7.505 1.401 2.445 -0.19
C -7.118 1.162 1.081 -0.17
C -7.183 2.527 0.434 -0.16
O -8.342 3.135 1.027 -0.19
H -7.834 0.469 0.634 0.14
H -6.123 0.730 1.045 0.07
H -7.303 2.482 -0.644 0.14
H -6.307 3.130 0.680 0.13
O 5.182 6.528 -5.167 -0.21
S 4.731 5.315 -4.588 0.59
O 3.445 4.795 -4.891 -0.23
O 4.917 5.414 -3.008 -0.19
C 5.728 4.329 -2.528 -0.16
C 6.645 4.009 -3.689 -0.15
O 5.801 4.158 -4.842 -0.19
H 5.075 3.487 -2.288 0.12
H 6.269 4.634 -1.636 0.14
H 7.039 2.998 -3.652 0.14
H 7.469 4.721 -3.764 0.14